(1)
# C15H18N4O3

The molecule C15H18N4O3 at a distorted geometry (the ωB97M-V functional and the def2-TZVPD basis, OMol25).

As for the spin multiplicity: 1. The total energy comes out at -27946.8925 eV. The calculation puts the orbital gap at 9.377 eV.

```
40
Properties=species:S:1:pos:R:3:forces:R:3
N 3.0966 -1.5893 -1.2067 0.788 -0.190 -1.964
C 2.8578 -1.8170 0.2230 -1.747 1.243 -4.146
C 3.8168 -0.8129 0.9426 -0.187 -0.972 1.771
C 3.9121 0.6048 0.4330 -2.074 -2.523 0.076
C 3.2278 1.6365 0.9076 -1.414 2.787 -0.014
N 3.4591 2.6866 -0.0256 0.571 2.548 1.773
C 4.4232 2.2720 -0.8508 -0.663 -5.246 -0.669
N 4.5118 0.8958 -0.7166 2.679 3.013 -0.974
C 1.3320 -1.3507 0.4372 2.371 1.067 1.507
O 0.9462 -1.2860 1.6335 -0.369 -0.702 -2.241
N 0.6180 -0.7790 -0.6150 -2.819 -0.255 4.441
C -0.7729 -0.3529 -0.1336 -0.975 -1.011 -0.092
C -1.3898 0.9043 -0.7642 0.366 -0.944 -1.206
C -2.8700 1.0016 -0.3314 -1.014 -1.320 -0.216
C -3.2973 1.2955 0.9668 -2.167 0.559 -0.747
C -4.7041 1.4288 1.3733 1.487 -0.877 -0.701
C -5.6652 0.9856 0.4528 -0.878 1.850 0.020
C -5.2133 0.6356 -0.8596 -2.137 -0.417 1.934
C -3.9320 0.5400 -1.1927 2.835 1.165 -1.363
C -1.7407 -1.7008 -0.1664 0.088 1.563 -5.165
O -2.4253 -1.9995 -1.1547 1.167 0.475 2.812
O -1.3896 -2.4370 0.8332 1.408 1.023 1.420
H 2.5920 -2.0115 -1.9795 -0.286 -1.400 0.985
H 3.0624 -0.6597 -1.5653 0.692 1.145 0.842
H 2.9906 -2.9368 0.2284 -0.099 1.270 1.453
H 4.8640 -1.0977 0.8654 -0.124 -0.975 0.129
H 3.4738 -0.8846 2.0181 0.713 0.557 -0.975
H 2.5224 1.7213 1.7225 0.157 0.134 -0.142
H 3.3099 3.7193 0.1202 -0.058 -1.833 0.104
H 5.0199 2.6736 -1.6441 -0.464 1.095 -0.079
H 0.8134 -0.5325 -1.5423 1.020 -0.307 -1.070
H -0.7420 -0.2216 0.9404 0.551 0.773 0.081
H -0.8253 1.8262 -0.4895 -0.292 -0.748 -0.196
H -1.2259 0.6744 -1.8838 -0.924 0.990 1.357
H -2.6565 1.5458 1.7537 1.462 0.446 0.783
H -4.8442 1.8596 2.4187 -0.317 -0.876 -1.661
H -6.7871 1.1753 0.6206 1.888 -0.628 -0.099
H -5.8521 0.3281 -1.6634 -0.952 0.028 0.193
H -3.8346 0.2585 -2.2652 0.932 0.150 1.030
H -0.6360 -1.7790 1.1716 -1.216 -2.658 1.011
```
Positions in Å, forces in eV/Å.

Löwdin atomic charge list, values in e, 4 entries:
1 N -0.0079
2 C -0.2166
3 C -0.0827
4 C -0.3887

---

(2)
# C11H10INO2

The molecule C11H10INO2 at a distorted geometry (the ωB97M-V functional and the def2-TZVPD basis, OMol25).

As for the spin multiplicity: 1. The total energy comes out at -25250.7021 eV. The calculation puts the orbital gap at 7.889 eV.

```
25
Properties=species:S:1:pos:R:3:forces:R:3
C -1.0909 -4.0207 0.5959 3.836 0.521 -0.842
C -0.7979 -3.0655 -0.5559 -0.144 -1.458 0.003
O -0.4607 -3.4214 -1.6618 -0.499 1.465 1.125
O -0.8710 -1.7630 -0.0445 0.180 -1.874 -0.853
C -0.6167 -0.7726 -0.9124 -1.028 0.892 -3.320
C -0.6197 0.4886 -0.4636 0.925 0.212 -0.221
C -0.6741 0.7472 0.9275 -0.587 -4.313 3.615
C -0.7245 1.9262 1.5151 -0.553 0.708 1.562
C -0.6962 3.0817 0.6691 -0.400 1.310 2.091
C -0.5367 2.9573 -0.6280 -0.211 2.083 0.384
C -0.1629 1.6861 -1.2124 1.772 -0.892 -0.089
N 1.3641 1.7069 -1.2564 -0.878 0.705 -0.520
C 2.1406 1.1023 -0.5781 0.582 -0.647 0.530
C 3.0830 0.4478 0.0620 0.196 0.929 0.184
I 4.1614 1.4937 1.5526 -0.377 -0.406 -0.277
H -1.5404 -4.9492 0.2926 -0.501 -0.011 -0.122
H -1.5631 -3.4161 1.3577 0.091 -0.635 0.598
H 0.0903 -4.3247 0.7796 -3.011 0.725 0.435
H -0.6844 -1.0389 -2.0547 0.549 0.404 2.435
H -0.7355 -0.2350 1.5999 0.055 2.389 -1.385
H -0.9501 2.0906 2.6108 0.654 -0.562 -1.378
H -0.8045 4.0354 1.2393 -0.067 -0.534 -1.150
H -0.5431 3.8831 -1.1733 0.157 -0.090 -0.751
H -0.3461 1.7175 -2.2287 -0.922 -0.442 -2.123
H 3.5791 -0.3572 -0.4321 0.183 -0.481 0.071
```
Positions in Å, forces in eV/Å.

Löwdin atomic charge list, values in e, 4 entries:
1 C 0.0288
2 C -0.4799
3 O 0.1043
4 O -0.0003